# 1
Here is one molecule with the formula C21H28N4O2S from the Open Molecules 2025 dataset. Energies are from ωB97M-V with the def2-TZVPD basis set.

```
56
Properties=species:S:1:pos:R:3:forces:R:3
C 2.120 1.544 -0.179 0.043 -0.155 0.247
C 2.470 1.214 1.266 0.184 0.096 -0.032
C 3.137 2.374 2.005 -0.241 -0.049 0.037
C 2.193 3.557 2.243 0.182 -0.109 -0.041
N 0.925 3.138 2.815 -0.001 0.331 -0.084
C 1.043 2.770 4.212 -0.080 -0.054 -0.010
C -0.148 4.087 2.596 -0.142 -0.207 0.009
C -1.519 3.395 2.677 0.094 0.209 0.134
N -1.532 2.197 1.874 -0.199 0.057 -0.124
C -1.406 0.972 2.450 -0.190 0.424 -0.263
O -1.566 0.774 3.642 0.075 -0.111 0.218
C -1.103 -0.133 1.534 0.154 -0.537 -0.179
C -0.953 -0.178 0.178 -0.125 0.188 0.475
C -0.619 -1.475 -0.276 0.136 -0.833 0.478
C -0.335 -2.278 -1.417 -0.033 -0.276 0.844
C -0.246 -1.898 -2.815 0.034 -0.145 -0.685
C -0.307 -2.875 -3.806 -0.019 0.070 0.245
C -0.214 -2.511 -5.136 0.027 0.112 -0.038
C -0.058 -1.186 -5.493 0.033 0.213 0.047
C 0.014 -0.200 -4.508 -0.026 -0.115 -0.166
O 0.183 1.078 -4.957 -0.033 -0.330 -0.159
C 0.273 2.115 -4.013 0.024 0.161 0.147
C -0.084 -0.560 -3.172 -0.003 0.112 0.047
N -0.131 -3.531 -1.029 0.173 -0.133 -0.798
N -0.257 -3.594 0.302 -0.174 0.612 0.121
C -0.082 -4.826 1.011 0.041 -0.309 0.206
C -0.549 -2.379 0.796 -0.036 0.531 -0.326
S -0.857 -1.680 2.333 -0.012 0.089 -0.202
H 1.373 2.333 -0.227 -0.148 0.148 -0.085
H 3.004 1.873 -0.722 0.068 0.067 -0.119
H 1.724 0.660 -0.676 -0.067 -0.037 -0.133
H 1.563 0.935 1.805 0.026 -0.122 0.007
H 3.148 0.357 1.277 -0.035 -0.043 0.038
H 3.995 2.734 1.432 0.092 0.008 0.051
H 3.516 2.008 2.961 0.101 0.038 0.021
H 2.704 4.302 2.879 -0.049 0.027 -0.080
H 1.989 4.036 1.282 -0.021 0.041 0.048
H 0.129 2.278 4.538 0.007 -0.030 0.102
H 1.859 2.064 4.332 0.030 -0.066 0.085
H 1.233 3.643 4.857 0.054 0.026 0.004
H -0.036 4.506 1.591 0.038 0.024 0.053
H -0.130 4.925 3.316 0.005 0.009 -0.087
H -2.295 4.082 2.327 0.048 -0.032 0.136
H -1.750 3.090 3.698 -0.045 0.098 -0.105
H -1.217 2.304 0.923 0.036 -0.141 0.041
H -1.099 0.670 -0.466 -0.019 0.204 -0.084
H -0.426 -3.905 -3.513 -0.026 -0.113 -0.003
H -0.265 -3.266 -5.906 -0.006 -0.058 -0.069
H 0.018 -0.886 -6.526 0.008 0.035 -0.125
H 0.417 3.027 -4.590 -0.009 -0.035 0.089
H -0.647 2.203 -3.425 0.034 -0.011 0.003
H 1.125 1.976 -3.339 -0.040 -0.003 -0.003
H -0.015 0.182 -2.395 0.032 0.132 0.072
H -0.992 -5.085 1.555 0.018 -0.028 -0.031
H 0.743 -4.744 1.722 0.001 -0.030 -0.034
H 0.141 -5.599 0.279 -0.016 0.052 0.062
```
Positions in Å, forces in eV/Å.

Calculated values
Calculated total energy   -1584.70011 hartree
Maximum force   1.0 eV/A
Kohn-Sham gap   8.38 eV
Energy relative to the best compared isomer or geometry (same formula, charge and spin)   208.0 kJ/mol
E_HOMO   -7.987 eV
Spin multiplicity   1


# 2
Here is a 2-piece molecular cluster, NO5S overall at a distorted geometry from the Open Molecules 2025 dataset. Energies are from ωB97M-V with the def2-TZVPD basis set.

```
7
Properties=species:S:1:pos:R:3:forces:R:3
N -1.010 -1.367 1.430 0.018 -1.570 -0.980
O -1.406 -0.755 2.397 1.132 1.205 -0.770
O 2.054 0.846 -1.385 -1.659 -0.948 0.720
O -0.139 -0.963 0.535 -0.308 0.020 1.328
O -0.247 -0.066 -1.877 1.630 0.959 0.555
O 0.096 1.637 -0.103 0.357 0.383 -0.484
S 0.652 0.668 -0.997 -1.170 -0.048 -0.370
```
Positions in Å, forces in eV/Å.

Calculated values
Net charge   -1
Calculated total energy   -829.07997 hartree
Maximum force   2.0 eV/A
Kohn-Sham gap (spin up / spin down)   6.85 / 6.85 eV
Energy relative to the best compared isomer or geometry (same formula, charge and spin)   172.3 kJ/mol
E_HOMO (spin up / spin down)   -3.747 / -3.748 eV
Spin multiplicity   1


# 3
Here is a 2-piece molecular cluster, C3H11N2S overall at a distorted geometry from the Open Molecules 2025 dataset. Energies are from ωB97M-V with the def2-TZVPD basis set.

```
17
Properties=species:S:1:pos:R:3:forces:R:3
C -2.923 -0.568 0.327 -1.789 -2.146 -0.170
C 2.033 1.857 -0.271 1.774 -2.421 -2.429
C 0.408 0.291 -0.652 -1.168 0.095 -1.079
N 1.561 0.424 -0.146 0.457 -0.099 0.299
N -0.183 -1.073 -0.522 1.769 1.094 -0.631
S 2.529 -0.954 0.545 0.364 2.244 1.106
H -2.416 0.180 0.834 1.040 1.988 0.796
H -4.032 -0.434 0.657 1.936 -0.303 -1.269
H -2.568 -1.510 0.855 -0.603 0.662 -0.986
H 3.089 1.787 -0.616 -0.678 0.453 0.531
H 1.408 2.244 -1.060 0.036 0.335 -0.080
H 1.869 2.356 0.609 -0.061 1.148 2.233
H -2.657 -0.543 -0.791 -1.125 -0.082 1.728
H -0.491 -1.357 -1.456 -0.511 0.010 0.396
H -0.918 -0.764 0.111 -0.817 -1.206 0.142
H 0.530 -1.708 -0.163 -0.339 -0.719 0.631
H 2.761 -0.228 1.740 -0.282 -1.054 -1.218
```
Positions in Å, forces in eV/Å.

Calculated values
Net charge   +1
Calculated total energy   -628.21497 hartree
Maximum force   3.9 eV/A
Kohn-Sham gap   9.99 eV
Energy relative to the best compared isomer or geometry (same formula, charge and spin)   425.8 kJ/mol
E_HOMO   -13.921 eV
Spin multiplicity   1


# 4
Here is C4H6F12InN4O18S8 as an isolated structure at a distorted geometry from the Open Molecules 2025 dataset. Energies are from ωB97M-V with the def2-TZVPD basis set.

```
53
Properties=species:S:1:pos:R:3:forces:R:3
In 0.165 0.173 0.105 0.268 0.016 0.437
C -0.959 -3.245 -3.632 -1.377 -0.610 3.377
F -0.120 -4.200 -3.227 -0.040 0.646 -0.663
F -1.403 -3.490 -4.806 -0.150 0.141 -0.789
F -1.999 -3.273 -2.676 1.641 0.358 -1.883
S -0.028 -1.574 -3.399 3.430 1.789 -0.380
O 0.945 -1.927 -2.391 -0.450 0.040 0.298
O 0.528 -0.962 -4.631 -2.438 -1.903 2.513
N -1.104 -0.513 -2.476 2.526 -2.448 0.272
S -2.099 -0.047 -3.577 -4.955 3.461 -1.058
O -1.771 1.124 -4.348 0.102 -0.657 1.183
O -2.684 -1.130 -4.325 0.896 -0.551 0.254
C -3.568 0.401 -2.388 -0.702 2.896 -0.519
F -4.525 1.027 -3.080 -0.240 -0.314 -1.911
F -4.176 -0.507 -1.716 0.247 -2.577 0.432
F -3.263 1.358 -1.508 2.116 0.304 0.711
N -2.392 0.026 1.241 2.779 -5.106 -1.299
S -3.400 0.933 1.790 -6.239 12.855 2.109
O -3.674 1.035 3.202 0.610 -1.798 -0.576
O -4.546 1.358 0.967 2.127 -2.055 0.905
F -2.435 2.254 1.627 0.150 -0.375 -0.224
S -3.220 -1.384 1.583 3.395 -7.094 2.907
O -4.364 -1.695 0.849 -2.056 1.135 -0.836
O -3.134 -1.995 2.950 0.220 2.988 -3.671
F -2.126 -2.166 0.736 0.602 -0.382 0.081
N 1.641 -1.910 1.431 -2.895 -2.625 -2.339
S 2.871 -2.069 2.268 10.832 4.275 1.583
O 4.073 -2.791 1.740 -3.705 1.774 1.296
O 2.598 -2.090 3.669 -0.146 -0.396 0.237
F 3.399 -0.466 2.004 -0.991 -1.729 0.574
S 1.320 -3.622 1.552 -3.854 -4.208 -3.201
O -0.071 -3.704 1.893 1.213 0.093 1.007
O 2.276 -4.682 1.966 -2.338 3.554 -0.544
F 1.187 -3.869 -0.040 0.879 0.332 0.753
N 2.367 1.764 -1.003 -1.134 0.176 -3.742
S 2.612 2.146 -2.673 -2.608 -3.630 -3.941
O 3.575 1.296 -3.351 -1.003 2.037 1.502
O 2.378 3.529 -3.018 0.566 -1.675 0.940
F 1.244 1.318 -3.136 0.802 1.422 0.897
S 3.571 2.617 -0.553 4.191 0.928 7.835
O 3.302 3.946 -0.002 -0.446 -1.748 -1.215
O 4.850 2.374 -1.144 -0.949 0.681 -1.092
F 3.788 1.716 0.825 -0.542 1.165 -0.710
C 0.391 1.971 3.747 0.953 0.724 1.265
C 1.149 3.008 2.812 -0.381 -0.709 -0.113
O 0.859 2.707 1.454 -1.023 -1.191 -0.329
O 0.296 0.636 3.348 -0.607 -0.386 -1.943
H -0.592 2.338 4.044 -0.193 -0.024 -0.676
H 0.932 1.879 4.688 0.309 0.877 0.128
H 2.227 3.068 2.957 0.055 -0.568 0.093
H 0.771 4.015 2.989 -0.350 -0.061 0.373
H 1.411 3.206 0.847 0.576 0.289 -0.208
H 0.928 0.084 3.814 0.329 -0.136 -0.098
```
Positions in Å, forces in eV/Å.

Calculated values
Net charge   -1
Calculated total energy   -6302.96904 hartree
Maximum force   14.4 eV/A
Kohn-Sham gap   3.61 eV
Energy relative to the best compared isomer or geometry (same formula, charge and spin)   0.0 kJ/mol
E_HOMO   -8.937 eV
Spin multiplicity   1